(1)
133
Properties=species:S:1:pos:R:3:forces:R:3:lowdin_charge:R:1 method="wB97M-V/def2-TZVPD" homo_ev=-11.10 total_energy_ha=-3849.489482 total_charge=+1 relative_energy_ev=2.221 orbital_gap_ev=7.2
Hg 33.39212 29.33705 3.30517 -1.4 -0.8 0.4 1.312
C 29.18466 29.73439 2.95062 -0.9 -0.9 -0.1 0.016
C 30.64638 29.71182 2.89267 0.4 1.2 -0.7 -0.751
O 31.26911 29.49998 1.84535 0.7 -1.1 -1.9 -0.057
O 31.30678 30.06414 3.88706 0.2 0.1 2.6 -0.127
H 28.87050 30.13907 3.91272 -0.4 0.3 -0.5 0.086
H 28.80941 28.71305 2.88631 0.0 -0.3 0.3 0.086
H 28.76506 30.14403 2.03180 -0.1 0.6 0.4 0.083
C 31.86599 33.88506 5.34778 -0.8 0.3 -0.4 -0.037
C 31.15912 32.91341 6.29245 0.9 1.5 0.0 -0.492
C 29.66705 32.83176 6.10832 0.3 0.1 -0.1 -0.012
O 31.72048 31.68008 6.03053 1.1 -1.6 0.8 -0.094
H 32.95492 33.84786 5.37854 0.0 0.0 0.7 0.057
H 31.51064 34.89640 5.54537 0.2 0.2 -0.3 0.092
H 31.63815 33.59174 4.32301 -0.4 0.2 -0.3 0.062
H 31.48115 33.23899 7.28160 -0.4 -0.3 0.4 0.143
H 29.14099 33.76875 6.29112 0.0 -0.1 -0.2 0.097
H 29.24490 32.04589 6.73466 0.0 0.1 0.0 0.065
H 29.60446 32.52518 5.06420 -0.8 0.1 -0.2 0.076
H 31.17398 31.11714 5.47731 -0.3 -0.2 -0.5 0.039
C 25.77859 28.49653 8.88529 -0.1 -0.3 -0.2 -0.059
C 26.87070 29.50708 9.15028 0.2 -0.8 -0.1 -0.448
C 27.80924 29.70289 7.92668 0.5 -0.4 0.9 -0.192
O 28.67441 28.58457 7.72764 0.4 -0.4 -0.3 -0.176
C 29.27915 28.51522 6.42683 -1.0 1.0 0.4 -0.079
N 26.29261 30.76870 9.57748 0.2 0.1 -0.5 0.040
H 25.32152 28.16110 9.81624 -0.1 0.1 -0.1 0.080
H 26.15336 27.61923 8.35803 0.2 0.0 0.1 0.077
H 25.01354 28.92841 8.24010 -0.1 0.1 0.0 0.077
H 27.43039 29.17425 10.02439 0.5 -0.3 -0.3 0.139
H 28.42248 30.56181 8.19925 0.3 0.3 -0.2 0.101
H 27.26100 29.93578 7.01383 -0.3 0.0 -0.1 0.125
H 28.48649 28.38450 5.69015 0.0 -0.5 -0.3 0.089
H 30.05912 27.75688 6.35843 -0.4 -0.2 0.4 0.072
H 29.73509 29.46316 6.14114 0.3 0.3 0.2 0.061
H 27.07717 31.34979 9.83613 0.0 0.4 0.3 0.065
H 25.94222 31.18110 8.72469 -0.6 0.5 -0.1 0.069
C 31.52752 25.09715 4.45262 -1.1 -1.2 1.7 -0.044
C 31.98076 26.49135 4.58537 0.0 1.7 0.5 -0.452
C 32.69818 26.87818 5.89194 -0.5 0.5 -0.5 -0.145
O 32.79325 28.32830 5.92087 -0.4 -1.5 -0.6 -0.261
C 32.85241 28.97788 7.17814 0.7 -0.2 -0.4 -0.078
N 32.89520 26.73698 3.49374 0.6 0.9 -0.2 0.041
H 32.26648 24.43281 4.90061 0.4 -0.4 -0.7 0.098
H 31.19713 24.86051 3.44122 0.4 -0.2 0.0 0.087
H 30.67526 24.90709 5.10504 -0.3 0.1 0.0 0.094
H 31.13814 27.17830 4.50666 -0.1 0.1 -0.2 0.127
H 33.69720 26.44368 5.85640 0.3 0.0 0.2 0.116
H 32.16363 26.43806 6.73376 -0.1 0.4 0.3 0.135
H 33.55127 28.44455 7.82256 -0.1 -0.1 0.4 0.099
H 31.87127 29.10347 7.63605 0.0 0.0 0.0 0.094
H 33.31003 29.93212 6.91719 -0.4 0.2 0.5 0.062
H 33.44984 25.89290 3.49133 1.1 0.1 0.0 0.091
H 32.42914 26.60107 2.60806 -0.4 0.6 -0.8 0.022
C 30.58721 25.91509 0.14540 0.0 -1.2 -1.4 -0.050
C 31.97749 26.31277 -0.32171 -0.6 1.5 -0.5 -0.375
C 31.86441 27.21028 -1.62880 -0.1 -1.0 0.6 -0.187
O 31.08702 26.54343 -2.58855 0.5 -0.3 0.2 -0.199
C 31.19013 27.09036 -3.86958 0.1 -0.3 -0.9 -0.118
N 32.52890 27.08805 0.77339 0.2 0.9 -0.3 0.001
H 30.62294 25.20900 0.97501 0.0 0.0 0.0 0.070
H 30.27292 25.40729 -0.76644 -0.9 -0.5 0.3 0.079
H 29.83944 26.68249 0.34552 0.5 0.4 0.1 0.074
H 32.57032 25.42023 -0.52179 0.0 0.0 -0.1 0.145
H 32.86181 27.42946 -2.00991 0.3 -0.1 -0.1 0.122
H 31.35748 28.16320 -1.47687 0.1 0.4 0.8 0.120
H 30.93279 28.14467 -3.97115 -0.9 0.1 0.4 0.087
H 30.59638 26.41070 -4.48082 -0.1 0.5 -0.3 0.100
H 32.19229 27.12211 -4.29710 0.6 -0.6 0.3 0.085
H 33.43646 27.50387 0.62004 0.8 -0.6 -0.5 0.078
H 31.98284 27.93285 0.68265 -0.6 0.4 0.9 0.033
C 35.83292 32.44864 5.38425 0.2 0.2 1.4 -0.036
C 35.39085 31.19234 4.64663 1.9 0.3 -0.2 -0.407
C 35.78269 29.84483 5.30779 -0.7 0.1 -0.1 -0.121
O 35.32824 28.73166 4.47354 0.7 1.4 0.2 -0.327
C 36.15475 27.58150 4.47152 -0.9 -0.7 -0.9 -0.076
N 33.97496 31.28877 4.37054 0.5 -0.4 -0.5 0.021
H 35.24713 33.32075 5.09378 -0.1 -0.1 -0.2 0.075
H 36.87080 32.77374 5.31207 0.1 -0.5 -0.4 0.091
H 35.66326 32.33231 6.45466 -0.2 0.0 0.2 0.091
H 35.97799 31.22257 3.72878 -0.4 -0.3 -0.5 0.142
H 35.30737 29.72095 6.28084 -0.1 0.1 0.1 0.114
H 36.85886 29.82579 5.47987 0.1 -0.2 -0.3 0.139
H 37.14849 27.83773 4.10419 0.3 -0.2 0.9 0.108
H 35.76672 26.89446 3.71951 -0.2 0.3 -0.4 0.078
H 35.96097 26.98732 5.36455 1.0 0.4 0.5 0.099
H 33.48082 31.44728 5.23703 -0.8 -0.5 0.6 0.058
H 33.78970 32.16361 3.90103 0.0 0.0 -0.6 0.095
C 31.09607 33.37688 1.16166 -1.0 0.5 -0.5 -0.218
C 30.63613 32.56843 -0.09419 0.2 1.3 -0.8 -0.204
C 29.61685 33.44677 -0.86579 -0.3 0.5 1.5 -0.188
S 28.52474 34.17567 0.44237 1.9 0.4 0.3 0.690
O 27.39469 33.34270 0.68905 -0.7 -1.2 0.3 -0.336
O 28.23002 35.55669 0.16026 0.7 -0.1 0.3 -0.316
C 29.80159 33.84312 1.86211 -0.4 -1.4 -0.3 -0.180
H 31.64649 34.28699 0.92328 0.3 -0.2 -0.6 0.112
H 31.78776 32.71322 1.68053 -0.4 0.1 0.7 0.093
H 30.26802 31.56480 0.11872 0.0 0.1 0.3 0.088
H 31.52482 32.48915 -0.72033 -0.1 -0.4 -0.2 0.112
H 28.92003 33.03177 -1.59401 0.4 -0.3 0.0 0.083
H 30.14558 34.31037 -1.26921 -0.1 0.0 -0.2 0.104
H 29.43244 32.93176 2.33250 -0.7 0.0 0.0 0.068
H 29.82282 34.56932 2.67469 0.2 0.5 -0.6 0.092
C 27.07332 29.06211 -0.39441 0.4 1.4 -0.6 -0.199
C 27.77274 28.14221 -1.39327 -0.1 -0.1 -0.6 -0.221
C 27.39963 28.56966 -2.82260 -0.7 0.0 0.0 -0.191
S 27.09554 30.40575 -2.80290 1.2 -0.3 1.9 0.727
O 25.69328 30.62632 -3.08111 0.6 0.1 -0.3 -0.329
O 28.16732 31.19895 -3.42692 -1.4 -1.1 0.4 -0.356
C 27.30987 30.49809 -0.93504 0.3 -0.4 -1.0 -0.194
H 27.55348 28.93884 0.57635 -0.4 0.1 0.1 0.083
H 26.00898 28.83175 -0.34736 0.0 -0.1 0.2 0.103
H 27.38069 27.15044 -1.16793 0.3 -0.3 -0.4 0.121
H 28.86097 28.11050 -1.33995 0.0 0.2 0.5 0.092
H 26.42550 28.11514 -3.00305 -0.1 0.3 -0.5 0.098
H 28.08501 28.26739 -3.61443 0.1 0.2 0.2 0.094
H 26.73788 31.37912 -0.64397 -0.2 -0.4 0.4 0.080
H 28.36562 30.69582 -0.74962 0.1 0.3 -0.3 0.072
C 23.15998 29.73386 1.45379 -0.2 -0.3 0.8 -0.215
C 23.32484 28.20712 1.39663 0.3 0.2 0.0 -0.213
C 23.76521 27.68588 2.79337 -1.3 0.5 -0.7 -0.210
S 24.95237 28.91824 3.41599 -1.4 -1.3 0.0 0.729
O 26.23426 28.52527 2.83934 -0.2 0.6 0.7 -0.362
O 24.76258 29.04367 4.87527 0.7 0.5 -2.3 -0.351
C 24.26266 30.29600 2.34207 0.9 0.6 0.5 -0.185
H 22.21306 30.02637 1.90753 -0.2 -0.3 0.1 0.114
H 23.08996 30.10721 0.43213 0.6 0.3 0.1 0.121
H 24.08459 27.99246 0.64510 0.1 -0.2 0.0 0.094
H 22.37207 27.84686 1.00864 0.1 -0.7 0.4 0.117
H 24.13448 26.66053 2.81314 0.4 0.3 0.0 0.106
H 22.86795 27.71865 3.41139 0.2 0.1 0.4 0.103
H 25.11748 30.67797 1.78397 0.2 -0.2 0.0 0.088
H 23.94604 31.11204 2.99162 -0.1 -0.2 0.1 0.101


(2)
46
Properties=species:S:1:pos:R:3:forces:R:3:lowdin_charge:R:1 method="wB97M-V/def2-TZVPD" homo_ev=-11.95 total_energy_ha=-4183.120938 total_charge=+1 relative_energy_ev=6.592 orbital_gap_ev=7.4
C -1.26958 4.37298 0.60767 -0.2 0.4 -0.8 -0.152
C -1.40524 4.03157 -1.02340 0.0 1.3 0.4 -0.253
C -2.87171 3.39238 -1.38493 0.5 -0.2 0.5 -0.169
C -2.86453 1.75055 -1.59552 -0.9 -0.3 -0.1 -0.285
C -1.92526 1.25067 -2.85929 -0.1 -0.1 -0.6 -0.084
C -2.57041 0.96331 -0.18419 2.5 -2.0 3.9 -0.056
C -1.19348 0.68455 0.66084 -4.1 -1.9 -0.1 -0.272
P 0.56915 1.24072 0.17229 0.9 0.9 -1.4 0.700
O 1.10090 0.45943 -1.32912 0.2 0.3 2.6 -0.399
Cl 1.82476 0.61440 1.81489 -1.2 -0.4 -1.0 0.197
N -1.52375 -0.09713 1.93911 -5.5 1.2 -3.7 0.046
C -3.01863 -0.32896 1.94774 3.4 2.2 -2.5 -0.003
N -3.60527 0.29726 0.69942 4.4 -0.7 2.6 -0.496
Br -5.46567 0.20241 0.46241 1.0 0.2 -0.1 0.839
H -1.39781 3.41809 1.27330 0.3 1.8 -1.2 0.044
H -2.15197 5.13529 0.85199 2.0 -1.7 -0.4 0.092
H -0.22149 4.90011 0.82590 -2.4 -1.3 -0.4 0.095
H -0.48939 3.41978 -1.42223 -1.9 1.0 0.8 0.070
H -1.33684 5.09954 -1.55227 -0.1 -2.4 1.0 0.124
H -3.59216 3.66094 -0.47654 1.3 -0.6 -2.1 0.128
H -3.27757 3.85450 -2.38084 0.7 -1.0 2.0 0.127
H -3.98462 1.47036 -1.89890 2.4 0.4 0.9 0.130
H -2.37856 1.74302 -3.84736 0.9 -1.0 2.3 0.112
H -0.80470 1.58097 -2.78936 -2.2 -0.6 0.1 0.065
H -1.94945 0.07359 -3.02455 -0.1 2.6 0.6 0.107
H 2.10666 0.51870 -1.40263 -1.7 0.0 0.3 0.081
H -0.87580 -0.42036 2.70920 -0.9 0.6 -1.4 0.150
H -3.55696 -0.88091 2.82831 0.9 1.3 -2.2 0.166
C 2.46257 -2.82326 -0.97044 0.0 -0.3 -0.1 -0.101
C 2.50310 -3.17366 -2.44346 0.0 0.4 0.2 -0.313
O 1.23783 -2.92168 -3.03696 -0.3 0.3 -0.2 -0.087
H 1.69382 -3.40954 -0.45648 0.3 0.1 -0.2 0.078
H 3.42934 -3.01616 -0.49697 -0.1 0.0 0.0 0.076
H 2.20539 -1.76830 -0.83007 0.1 -0.1 0.0 0.039
H 2.73869 -4.23338 -2.57867 -0.2 0.2 -0.1 0.119
H 3.26045 -2.58216 -2.96685 0.2 -0.1 0.0 0.108
H 1.04172 -1.97636 -2.91889 0.1 -0.5 0.0 0.068
C 3.23852 -2.88979 3.89353 0.1 -0.1 0.2 -0.089
C 3.27905 -3.24019 2.42050 -0.1 0.2 0.3 -0.324
O 2.01378 -2.98820 1.82700 -0.5 0.3 0.2 -0.134
H 2.46978 -3.47607 4.40748 0.2 0.0 -0.1 0.080
H 4.20529 -3.08269 4.36700 -0.1 0.1 0.0 0.081
H 2.98134 -1.83482 4.03389 0.1 0.0 0.0 0.062
H 3.51464 -4.29991 2.28529 -0.2 0.2 -0.1 0.123
H 4.03640 -2.64869 1.89711 0.2 -0.1 0.1 0.107
H 1.81767 -2.04289 1.94507 0.2 -0.5 -0.1 0.008


(3)
12
Properties=species:S:1:pos:R:3:forces:R:3:lowdin_charge:R:1 method="wB97M-V/def2-TZVPD" homo_ev=-7.78 total_energy_ha=-265.332465 total_charge=0 relative_energy_ev=5.527 orbital_gap_ev=8.7
C 2.46519 0.81569 0.08819 -0.9 0.4 0.2 -0.096
C -1.49994 0.01518 -0.96201 -0.7 0.8 -0.2 -0.062
C -1.11128 0.94016 0.11668 0.4 -1.1 -2.0 -0.065
C 0.05664 -1.22221 0.62152 2.2 -3.7 2.3 -0.040
N 3.60176 0.86885 0.13587 0.9 -0.2 -0.1 0.055
N -0.63594 -0.25092 0.21654 -1.1 0.1 -1.7 -0.230
H -2.43155 -0.54187 -0.98482 -0.1 -0.1 0.5 0.094
H -1.12816 0.18619 -1.98504 0.5 -0.4 0.5 0.100
H 1.39740 0.90753 0.13349 0.0 -0.1 -0.2 0.012
H -1.32257 1.69705 0.75069 -0.6 2.1 1.7 0.067
H -0.19187 -2.31164 0.42621 0.3 1.8 -0.6 0.094
H 0.80030 -1.10401 1.44268 -1.0 0.3 -0.5 0.071


(4)
24
Properties=species:S:1:pos:R:3:forces:R:3:lowdin_charge:R:1 method="wB97M-V/def2-TZVPD" homo_ev="-6.30 / -6.10" total_energy_ha=-980.635982 total_charge=0 relative_energy_ev=6.142 orbital_gap_ev="3.5 / 3.0"
C -1.68323 2.66714 -0.43488 1.1 -0.4 -0.5 -0.166
C 2.02608 0.86648 -1.43508 -2.8 0.7 0.8 -0.179
C 1.84940 -1.60136 0.39602 -2.2 0.0 -2.3 -0.208
C 1.44162 1.28796 1.61233 3.0 -0.4 0.5 -0.236
C -2.90649 -3.65228 0.13064 0.4 -3.0 0.2 0.138
O -1.74699 -0.29499 -0.97050 -0.4 -0.6 -0.4 -0.496
O -1.47477 1.74929 0.63608 0.2 -1.6 0.7 -0.514
Si 1.23658 0.17473 0.15988 0.5 -0.7 0.3 0.539
P -1.26280 0.03138 0.39859 0.5 2.4 -0.4 0.742
H -1.62246 2.00813 -1.34229 0.5 1.3 0.1 0.065
H -0.93124 3.57811 -0.31406 -1.5 -2.0 -0.6 0.124
H -2.71538 2.99204 -0.44597 -0.2 0.5 0.3 0.063
H 2.54212 0.12804 -1.96149 1.5 -1.1 -0.5 -0.007
H 1.15120 1.00603 -2.11187 0.5 0.6 0.3 0.037
H 2.54497 1.81066 -1.22782 -0.1 -0.4 -0.3 0.036
H 2.80268 -1.71852 0.79199 1.8 0.0 0.8 -0.003
H 1.19360 -2.39346 0.78685 0.0 0.6 0.1 0.031
H 1.91066 -1.80630 -0.70425 0.2 -0.4 0.7 0.030
H 0.46390 1.66440 1.72564 -0.7 1.3 0.7 -0.036
H 1.72157 0.60659 2.44786 -0.5 0.5 -0.3 0.041
H 2.33247 2.01618 1.55666 -1.8 -0.7 -0.1 0.069
H -3.63283 -3.11735 0.67177 -0.6 0.7 0.5 -0.048
H -2.34232 -3.19229 -0.64711 0.3 0.2 -0.3 -0.049
H -2.89836 -4.81061 0.28101 0.2 2.5 -0.4 0.027


(5)
8
Properties=species:S:1:pos:R:3:forces:R:3:lowdin_charge:R:1 method="wB97M-V/def2-TZVPD" homo_ev=-4.38 total_energy_ha=-357.808007 total_charge=-1 relative_energy_ev=5.201 orbital_gap_ev=8.6
C 2.54705 -0.17014 -0.00482 -0.5 1.3 1.5 -0.773
C 1.09386 -0.28336 0.67264 -1.0 -4.1 1.9 -0.313
N 0.54874 0.56654 1.68990 -1.4 0.0 2.4 -0.014
O 3.37978 0.56653 0.52796 -0.1 0.5 1.0 -0.054
O 2.64743 -0.80888 -1.01957 -0.4 -1.9 -2.4 -0.037
O 0.03729 0.54358 0.35416 -0.1 -0.1 -1.6 -0.098
H 0.66684 -1.62259 1.06692 1.4 3.5 -1.8 0.179
H -0.24367 0.03452 2.24546 2.2 0.8 -1.2 0.109


(6)
71
Properties=species:S:1:pos:R:3:forces:R:3:lowdin_spin:R:1 method="wB97M-V/def2-TZVPD" homo_ev="-13.93 / -13.97" total_energy_ha=-3179.042544 total_charge=+2 relative_energy_ev=0.458 orbital_gap_ev="7.5 / 7.9" multiplicity=4
Mn -0.74435 1.25933 0.03385 -0.1 0.1 0.0 2.914
C 3.34749 -0.88696 3.00927 0.0 0.0 0.0 0.000
C 1.89356 -1.27551 2.86098 0.0 0.0 0.0 0.001
N 1.26067 -0.38475 1.88732 0.0 0.0 0.0 0.004
C 1.89598 0.25611 0.88642 -0.2 0.0 0.0 0.008
N 1.15551 1.00580 0.05405 0.2 0.0 0.0 -0.002
C 1.83306 1.62579 -1.09156 0.0 0.0 -0.1 0.008
C 3.24096 2.05706 -0.73784 0.0 0.0 0.0 0.001
C 3.98870 0.83592 -0.25411 0.0 0.0 0.0 0.001
N 3.22382 0.14350 0.78543 0.0 0.0 0.0 0.010
C 3.96849 -0.79796 1.63150 0.0 0.0 0.0 0.001
H 3.87184 -1.63330 3.60406 0.0 0.0 0.0 0.000
H 3.43988 0.07261 3.52087 0.0 0.0 0.0 0.000
H 1.35953 -1.17687 3.80447 0.0 0.0 0.0 0.000
H 1.80838 -2.31073 2.52231 0.0 0.0 0.0 0.000
H 0.25496 -0.36679 1.85968 0.1 0.0 0.0 0.002
H 1.23997 2.48216 -1.41994 0.0 0.0 0.0 0.003
H 1.86256 0.92817 -1.93603 0.0 0.0 0.0 0.001
H 3.21941 2.81944 0.04409 0.0 0.0 0.0 0.000
H 3.74459 2.47695 -1.60747 0.0 0.0 0.0 0.000
H 4.94960 1.11427 0.17656 0.0 0.0 0.0 0.000
H 4.18616 0.14890 -1.08229 0.0 0.0 0.0 0.000
H 4.99160 -0.43196 1.69329 0.0 0.0 0.0 0.000
H 3.99312 -1.78085 1.15073 0.0 0.0 0.0 0.001
C -1.44513 3.77475 -1.10266 0.0 -0.1 0.0 0.006
C -1.95036 5.23043 -0.91664 0.0 0.0 0.0 0.001
N -1.84593 5.60599 0.48418 0.0 0.0 0.0 0.002
C -0.45280 5.58183 0.91211 0.0 0.0 0.0 0.000
C 0.15860 4.17132 0.68771 0.0 0.0 0.0 0.003
N -0.91258 3.26245 0.19902 -0.1 0.1 0.0 -0.012
C -2.02307 3.26852 1.20361 -0.1 -0.2 0.0 0.013
C -2.63685 4.69515 1.29326 0.1 0.0 0.0 0.002
H -0.64041 3.71186 -1.83640 0.0 0.0 0.0 0.001
H -2.24812 3.10265 -1.41902 0.0 0.0 0.0 0.001
H -2.98974 5.31620 -1.22957 0.0 0.0 0.0 0.000
H -1.36386 5.92406 -1.51736 0.0 0.0 0.0 0.000
H -0.40778 5.86086 1.96427 0.0 0.0 0.0 0.000
H 0.10006 6.33346 0.35038 0.0 0.0 0.0 0.000
H 0.56768 3.74474 1.60361 0.0 0.0 0.0 0.000
H 0.95042 4.18857 -0.06008 0.0 0.0 0.0 0.000
H -1.60445 2.95124 2.16159 0.0 0.0 0.0 0.003
H -2.77658 2.53198 0.88530 0.0 0.0 0.0 0.002
H -2.64080 5.03472 2.32785 0.0 0.0 0.0 0.000
H -3.66517 4.70030 0.93550 0.0 0.0 0.0 0.000
S -1.55672 -0.94415 -0.10828 0.1 -0.1 0.1 0.023
C -3.02163 -0.20070 -0.51871 0.0 0.1 0.0 0.003
N -3.88593 0.52053 -0.77510 0.0 0.0 0.0 -0.002
C -4.45375 -4.14807 -3.68637 0.0 0.0 0.0 0.000
C -4.95290 -4.20003 -2.39368 0.0 0.0 0.0 0.000
C -4.11509 -3.93018 -1.32233 0.0 0.0 0.0 0.000
C -2.77019 -3.60558 -1.54239 0.0 -0.1 0.1 0.000
C -2.28056 -3.55888 -2.85369 0.1 0.0 0.0 0.000
C -3.11868 -3.82751 -3.91811 -0.1 0.0 0.0 0.000
Si -1.75137 -3.29428 -0.06520 0.0 0.1 -0.1 0.002
C 0.05458 -3.62043 0.08689 0.0 0.0 0.0 0.000
C 1.02228 -3.11381 -0.78889 -0.1 0.1 0.0 0.000
C 2.35217 -3.47166 -0.64779 0.0 0.0 0.0 0.000
C 2.73184 -4.34996 0.36348 0.0 0.0 0.0 0.000
C 1.78596 -4.85873 1.24151 0.0 0.0 0.0 0.000
C 0.45399 -4.48953 1.10922 0.0 0.0 0.0 0.000
H -5.10536 -4.36389 -4.52276 0.0 0.0 0.0 0.000
H -5.98951 -4.45398 -2.21989 0.0 0.0 0.0 0.000
H -4.51255 -3.97511 -0.31450 0.0 0.0 0.0 0.000
H -1.23884 -3.32537 -3.04476 0.0 0.0 0.0 0.000
H -2.73874 -3.79779 -4.93028 0.0 0.0 0.0 0.000
H -2.46828 -3.52831 1.19333 0.0 0.0 0.0 0.001
H 0.73670 -2.44493 -1.59505 0.0 0.0 0.0 0.000
H 3.09238 -3.09459 -1.34205 0.0 0.0 0.0 0.000
H 3.76796 -4.65091 0.45389 0.0 0.0 0.0 0.000
H 2.08164 -5.54909 2.02002 0.0 0.0 0.0 0.000
H -0.27807 -4.89452 1.79924 0.0 0.0 0.0 0.000